92
Properties=species:S:1:pos:R:3:forces:R:3 method="wB97M-V/def2-TZVPD" spin_multiplicity=2 gap_ev="5.97 / 5.77" e_above_lowest_kj_mol=64.1 s2=0.756 lumo_energy_ha="0.1526 / 0.1451" charge=-2
Ru 2.0105 -0.2336 0.0293 0.318 -1.154 -0.178
C 1.5433 3.9669 2.0516 0.026 -0.022 0.037
Si 2.5360 2.3532 2.1754 -0.003 -0.142 -0.018
C 3.3454 2.2327 3.8801 -0.045 0.024 0.004
C 3.9436 2.5924 0.9749 0.006 -0.041 -0.049
N 1.6075 0.9415 1.8051 0.239 0.532 0.100
C 0.6495 0.5224 2.7043 -0.080 -0.080 -0.093
C 0.1683 1.3054 3.7753 0.004 0.007 0.006
C -0.8052 0.8570 4.6545 -0.006 -0.030 -0.010
C -1.3719 -0.3957 4.4952 -0.014 0.004 0.047
C -0.9496 -1.1860 3.4357 0.022 -0.019 -0.057
C 0.0357 -0.7390 2.5792 -0.105 0.035 0.092
O 0.4261 -1.4998 1.4852 0.062 0.585 -0.267
C 0.3277 -2.8789 1.6066 -0.020 -0.108 -0.033
C 1.0158 -3.5387 2.6132 -0.005 0.024 -0.058
C 0.9212 -4.9183 2.6965 0.010 -0.022 0.028
C 0.1509 -5.6259 1.7832 -0.012 -0.004 0.001
C -0.5254 -4.9473 0.7800 -0.002 0.010 -0.023
C -0.4423 -3.5657 0.6849 0.093 0.009 0.047
H 2.0606 4.7665 2.5919 0.007 0.023 -0.030
H 0.5278 3.8985 2.4423 -0.013 -0.016 0.015
H 1.4652 4.2652 1.0021 0.008 -0.011 -0.015
H 3.7946 3.1891 4.1652 0.022 0.001 -0.010
H 4.1399 1.4836 3.8360 0.011 -0.002 -0.021
H 2.6549 1.9313 4.6671 -0.004 0.004 0.015
H 4.4317 3.5480 1.1929 0.016 -0.007 0.052
H 3.5815 2.6419 -0.0502 -0.001 0.046 0.009
H 4.6860 1.7943 1.0195 -0.012 -0.010 0.006
H 0.5655 2.2993 3.9231 0.017 0.014 -0.008
H -1.1286 1.5075 5.4597 0.001 0.002 0.001
H -2.1510 -0.7490 5.1584 -0.002 0.006 -0.006
H -1.4007 -2.1516 3.2531 -0.027 0.020 -0.016
H 1.6271 -2.9702 3.3002 -0.004 0.009 0.002
H 1.4731 -5.4439 3.4662 -0.007 0.002 0.004
H 0.0866 -6.7053 1.8482 0.010 -0.005 -0.004
H -1.1252 -5.4920 0.0608 0.002 -0.007 -0.001
H -0.9671 -2.9971 -0.0707 -0.042 -0.024 0.020
O 5.2467 0.6575 -2.7894 0.036 0.072 0.193
S 3.8683 0.5473 -2.3943 -0.074 -0.051 -0.010
O 3.0037 -0.2520 -3.2250 0.115 0.055 -0.024
O 3.7699 0.1801 -0.9304 -0.200 0.418 -0.200
C 3.1620 2.1771 -2.4575 -0.025 0.018 -0.119
C 4.0060 3.2656 -2.5912 -0.012 0.013 -0.249
C 3.4700 4.5397 -2.7014 0.007 0.013 -0.004
C 2.0956 4.7086 -2.6664 -0.008 0.023 0.014
C 1.2572 3.6171 -2.4799 0.009 -0.039 0.030
C 1.7735 2.3274 -2.3654 0.054 -0.121 0.112
P 0.7438 0.9083 -1.7556 -0.528 0.347 0.940
C 0.0557 0.0187 -3.1834 0.390 0.001 -0.132
C 0.4185 0.3094 -4.4941 -0.044 0.016 -0.004
C -0.1392 -0.4064 -5.5421 -0.007 0.009 -0.004
C -1.0541 -1.4189 -5.2817 -0.006 -0.012 -0.008
C -1.4117 -1.7101 -3.9736 -0.023 -0.009 0.000
C -0.8569 -0.9964 -2.9209 0.050 -0.060 0.001
C -0.7522 1.8321 -1.2194 -0.067 -0.059 -0.183
C -0.8889 2.1900 0.1142 0.007 -0.025 0.105
C -1.9994 2.9039 0.5436 -0.028 0.010 -0.009
C -2.9867 3.2645 -0.3573 0.018 -0.012 -0.003
C -2.8613 2.9077 -1.6941 0.005 0.034 -0.008
C -1.7542 2.1947 -2.1214 -0.003 -0.032 -0.016
H 5.0732 3.0936 -2.6250 0.001 -0.018 -0.007
H 4.1238 5.3960 -2.8129 0.006 0.001 0.007
H 1.6660 5.6991 -2.7565 -0.003 -0.001 0.005
H 0.1918 3.7775 -2.3913 0.001 0.001 -0.005
H 1.1523 1.0800 -4.6928 0.008 -0.006 0.003
H 0.1525 -0.1832 -6.5616 -0.002 0.001 0.001
H -1.4821 -1.9860 -6.1004 -0.004 0.005 -0.001
H -2.1264 -2.4950 -3.7581 -0.005 0.000 0.001
H -1.1645 -1.2171 -1.9021 -0.022 0.032 -0.001
H -0.1393 1.8798 0.8296 0.022 0.025 -0.060
H -2.1021 3.1403 1.5954 -0.004 -0.010 0.007
H -3.8693 3.7926 -0.0167 0.003 0.010 -0.001
H -3.6379 3.1682 -2.4036 -0.008 -0.020 0.010
H -1.6798 1.9011 -3.1618 0.005 -0.014 0.006
S 3.9446 -4.3154 -0.0217 -0.050 0.078 0.018
C 3.2393 -2.8316 0.0877 -0.059 0.037 0.105
S 3.5047 -1.5973 1.2612 0.062 -0.148 0.157
S 2.0000 -2.2208 -0.9985 0.226 -0.296 -0.292
C -4.1815 -3.6856 1.5498 -0.025 -0.011 -0.014
Si -4.2922 -2.4432 0.1220 -0.040 0.057 -0.020
C -6.0657 -1.7668 0.2110 0.025 -0.007 0.006
C -4.2346 -3.4797 -1.4695 0.004 -0.018 0.029
Se -2.7837 -0.8532 0.1747 -0.271 0.045 0.048
H -5.0310 -4.3781 1.5419 0.000 -0.014 0.004
H -4.1829 -3.1476 2.5011 -0.007 0.001 0.010
H -3.2603 -4.2704 1.5027 0.021 0.024 -0.004
H -6.8267 -2.5497 0.1206 0.007 -0.026 0.000
H -6.2186 -1.0326 -0.5830 -0.012 0.003 -0.012
H -6.2065 -1.2531 1.1653 -0.014 0.013 0.002
H -5.0159 -4.2471 -1.4992 -0.012 -0.005 0.008
H -3.2647 -3.9761 -1.5632 0.015 0.004 -0.008
H -4.3579 -2.8231 -2.3343 -0.002 -0.003 -0.014

95
Properties=species:S:1:pos:R:3:forces:R:3 method="wB97M-V/def2-TZVPD" spin_multiplicity=2 gap_ev="6.65 / 7.38" e_above_lowest_kj_mol=75.3 s2=0.759 lumo_energy_ha="-0.0072 / -0.0132" charge=0
Ta -0.0553 0.3143 -0.2971 0.037 -0.348 0.601
O 4.1259 -0.4982 0.8651 0.074 0.005 0.163
C 4.3199 -1.6795 0.2359 0.132 0.102 0.085
C 5.5102 -2.3486 0.5164 0.024 -0.102 -0.052
C 5.7980 -3.5461 -0.1102 0.014 -0.007 0.020
C 4.9121 -4.1019 -1.0330 0.003 0.059 0.038
C 3.7394 -3.4331 -1.3178 -0.001 -0.033 -0.005
C 3.4272 -2.2247 -0.6898 -0.215 -0.141 -0.127
C 2.1767 -1.5273 -1.0356 0.402 0.012 0.366
O 1.6998 -0.6926 -0.1409 0.622 -0.115 0.146
N 1.6207 -1.6936 -2.1804 -0.618 0.403 -0.147
N 0.5522 -0.7766 -2.2640 0.522 -0.350 0.603
C -0.0211 -0.7776 -3.3976 -0.577 0.419 -0.823
C -0.9701 0.2536 -3.8262 0.466 -0.781 -0.057
C -1.4668 0.2553 -5.1257 -0.125 0.023 -0.271
C -2.2464 1.3070 -5.5786 0.082 -0.065 0.074
C -2.5089 2.3794 -4.7269 -0.007 0.040 0.002
C -2.0225 2.3887 -3.4296 -0.124 0.115 -0.231
C -1.2739 1.3106 -2.9858 0.088 0.147 0.850
O -0.8595 1.2761 -1.7111 -0.789 0.613 -1.016
H 3.2086 -0.2021 0.7264 -0.066 -0.108 -0.035
H 6.1895 -1.9055 1.2340 -0.023 -0.017 -0.029
H 6.7237 -4.0578 0.1245 -0.018 0.015 -0.004
H 5.1382 -5.0421 -1.5195 0.001 0.040 0.027
H 3.0312 -3.8316 -2.0334 0.018 0.017 0.024
H 0.2970 -1.5278 -4.1186 -0.024 0.074 -0.040
H -1.2242 -0.5750 -5.7823 -0.027 0.071 0.030
H -2.6330 1.3027 -6.5887 0.000 0.007 0.016
H -3.1010 3.2171 -5.0772 0.024 -0.050 -0.005
H -2.2138 3.2068 -2.7465 0.016 -0.022 -0.044
C -3.9092 0.2160 -0.9774 -0.053 -0.097 0.050
C -4.0781 1.6887 -0.6442 0.023 0.119 0.107
C -5.5333 1.9189 -0.2270 -0.070 0.045 -0.010
C -3.1403 2.2466 0.4096 -0.081 -0.048 -0.224
C -3.5178 3.2552 1.3165 -0.120 -0.083 -0.029
C -2.3978 3.5061 2.0649 0.096 -0.026 -0.070
N -1.4192 2.7096 1.6160 0.027 -0.084 0.046
N -1.8500 1.9298 0.5947 0.313 0.047 0.460
B -0.0267 2.5997 2.2322 0.006 0.103 0.067
N 0.2255 1.1988 2.7932 0.147 0.057 -0.107
C 0.2233 0.8419 4.0774 -0.025 -0.017 -0.001
C 0.5278 -0.4978 4.1526 0.039 -0.064 0.051
C 0.7139 -0.9093 2.8283 -0.019 -0.053 -0.004
N 0.5377 0.1413 2.0049 -0.425 0.030 -0.034
C 1.0564 -2.3198 2.4229 -0.006 0.027 0.039
C 0.0030 -3.3082 2.9315 -0.045 -0.014 0.046
C 2.4279 -2.7125 2.9856 0.010 -0.004 0.019
N 1.0600 2.9412 1.1954 -0.045 -0.252 -0.134
C 1.8741 3.9914 1.2884 -0.090 -0.001 0.139
C 2.7045 3.9985 0.1993 0.147 0.071 -0.169
C 2.3370 2.8836 -0.5582 -0.134 -0.223 -0.042
N 1.3244 2.2242 0.0552 0.129 0.241 0.048
C 3.0644 2.5580 -1.8441 0.043 0.070 0.111
C 2.3599 1.6587 -2.8313 -0.122 -0.033 -0.138
C 4.4571 1.9986 -1.5382 0.075 -0.039 0.071
H -4.5178 -0.0327 -1.8506 -0.001 -0.001 0.030
H -2.8885 -0.0734 -1.1917 0.022 0.075 -0.044
H -4.2548 -0.4014 -0.1434 0.010 0.018 -0.015
H -3.9182 2.2716 -1.5566 0.086 -0.055 -0.029
H -5.7324 1.4401 0.7353 -0.007 0.010 -0.033
H -5.7874 2.9758 -0.1400 0.017 -0.023 -0.019
H -6.2018 1.4793 -0.9697 0.016 0.007 0.013
H -4.4826 3.7222 1.4174 0.078 -0.042 -0.008
H -2.2184 4.1946 2.8753 0.003 -0.059 -0.038
H 0.0447 3.3983 3.1370 0.012 -0.098 -0.141
H 0.0172 1.5715 4.8453 0.023 -0.045 -0.058
H 0.6178 -1.1006 5.0424 0.001 0.043 -0.077
H 1.0735 -2.3750 1.3387 0.059 -0.018 -0.048
H -0.1134 -3.2311 4.0160 0.021 -0.005 -0.034
H -0.9704 -3.1382 2.4743 0.083 -0.018 0.072
H 0.3075 -4.3326 2.7022 0.005 0.051 -0.021
H 2.3874 -2.7531 4.0790 0.006 0.002 -0.062
H 2.7212 -3.7021 2.6245 -0.026 0.067 -0.003
H 3.2016 -1.9984 2.7083 0.008 0.016 -0.019
H 1.7957 4.6623 2.1293 0.007 -0.053 -0.049
H 3.4802 4.7103 -0.0356 -0.064 -0.060 -0.009
H 3.1990 3.5290 -2.3277 0.025 0.074 0.026
H 2.3438 0.6387 -2.4677 0.017 -0.078 0.004
H 1.3399 1.9828 -3.0350 -0.033 0.002 0.006
H 2.9080 1.6503 -3.7768 -0.012 0.024 0.040
H 4.3821 1.0138 -1.0695 0.020 0.075 -0.038
H 5.0336 1.8959 -2.4609 -0.042 -0.005 0.027
H 5.0122 2.6466 -0.8584 -0.013 -0.015 -0.011
O -2.0951 -0.3962 1.8161 -0.130 -0.074 0.084
N -2.6964 -1.5248 1.7220 -0.047 0.085 -0.008
C -3.6155 -1.8682 2.6662 0.089 0.005 -0.142
C -4.2971 -3.0549 2.6042 -0.035 0.016 0.078
C -4.0448 -3.9308 1.5532 -0.027 -0.056 -0.030
C -3.1086 -3.5729 0.6095 0.036 -0.046 -0.087
C -2.4161 -2.3641 0.6869 -0.079 0.010 -0.016
S -1.2076 -1.9587 -0.4987 0.101 0.305 0.204
H -3.7350 -1.1203 3.4343 -0.001 0.006 0.002
H -5.0185 -3.2836 3.3766 0.018 -0.002 -0.025
H -4.5702 -4.8741 1.4758 0.030 0.049 0.008
H -2.8734 -4.2249 -0.2212 -0.005 0.018 0.018

89
Properties=species:S:1:pos:R:3:forces:R:3 method="wB97M-V/def2-TZVPD" spin_multiplicity=2 gap_ev="7.17 / 7.70" e_above_lowest_kj_mol=0.0 s2=0.755 lumo_energy_ha="-0.0333 / -0.0308" charge=0
Ru 0.1877 -0.4686 -0.1549 -0.049 0.414 0.294
C 3.7340 3.5854 -0.2192 -0.047 -0.019 -0.021
C 3.4544 2.0823 -0.1463 0.045 -0.009 0.007
C 4.4635 1.3807 0.7661 0.029 0.022 -0.130
C 3.4398 1.4633 -1.5320 0.010 -0.142 0.109
C 4.6145 1.4516 -2.2717 0.016 -0.026 -0.060
C 4.6529 0.9035 -3.5432 -0.018 0.026 0.069
C 3.5040 0.3586 -4.0845 -0.020 -0.053 0.014
C 2.3066 0.3453 -3.3745 -0.046 0.047 -0.226
C 1.0410 -0.1467 -4.0518 0.017 0.045 0.030
C 0.5493 0.9008 -5.0567 -0.019 0.040 0.039
C 1.2247 -1.5016 -4.7364 -0.037 0.023 0.030
C 2.2851 0.9000 -2.0955 0.065 0.022 0.177
N 1.0657 0.9459 -1.3414 -0.084 0.028 0.001
C 0.4051 2.1439 -1.4163 -0.049 -0.042 -0.022
O 0.6386 3.0734 -2.1683 0.079 -0.011 0.101
C -0.6547 2.2816 -0.3462 0.006 -0.044 -0.137
C -1.2107 3.4730 0.0757 -0.114 -0.030 -0.007
C -2.0193 3.4519 1.2087 0.022 -0.060 -0.018
C -2.2262 2.2630 1.9015 -0.096 0.039 -0.086
C -1.6367 1.1130 1.4129 -0.051 -0.121 0.042
N -0.9102 1.1523 0.3035 0.321 -0.097 0.100
C -1.5614 -0.2048 2.1528 0.035 0.050 -0.087
O -2.2083 -0.3636 3.1731 0.120 0.082 0.074
N -0.6534 -1.0640 1.6001 -0.080 -0.050 0.011
C -0.2226 -2.1167 2.4767 0.015 0.147 0.034
C 0.8704 -1.8253 3.3099 0.107 -0.027 -0.027
C 1.2966 -2.7749 4.2290 -0.016 -0.008 -0.029
C 0.6538 -3.9954 4.3328 -0.007 0.025 -0.024
C -0.4222 -4.2630 3.5091 0.036 -0.031 -0.044
C -0.8863 -3.3437 2.5682 -0.084 -0.113 0.078
C -2.0695 -3.8191 1.7311 0.028 0.072 -0.006
C -1.5627 -4.7291 0.6044 -0.023 -0.034 0.034
C -3.0380 -2.7621 1.2050 0.026 0.010 -0.094
C 1.5901 -0.4879 3.2677 0.097 -0.127 0.033
C 1.2832 0.3293 4.5251 -0.046 0.025 -0.051
C 3.0983 -0.6581 3.0722 -0.043 0.049 0.099
H 3.6608 4.0368 0.7723 0.004 0.010 0.005
H 3.0262 4.0814 -0.8849 0.002 -0.002 0.013
H 4.7415 3.7705 -0.5973 0.005 0.013 -0.009
H 2.4685 1.9470 0.3028 -0.041 0.014 -0.025
H 5.4802 1.4864 0.3845 0.017 0.025 -0.013
H 4.2469 0.3146 0.8507 0.054 0.106 -0.083
H 4.4374 1.8164 1.7671 0.029 0.031 -0.044
H 5.5132 1.8863 -1.8515 0.010 0.001 0.007
H 5.5730 0.9133 -4.1129 0.009 -0.012 -0.002
H 3.5315 -0.0484 -5.0871 0.004 -0.011 -0.015
H 0.2705 -0.2315 -3.2829 -0.008 -0.109 -0.022
H 1.3009 1.0733 -5.8300 0.007 -0.017 -0.021
H 0.3545 1.8526 -4.5607 0.021 -0.005 -0.006
H -0.3691 0.5638 -5.5427 -0.006 -0.002 -0.004
H 1.9521 -1.4362 -5.5461 0.009 -0.009 -0.029
H 0.2822 -1.8362 -5.1753 -0.012 -0.006 0.020
H 1.5718 -2.2653 -4.0389 0.028 -0.008 0.009
H -0.9779 4.3788 -0.4653 -0.005 0.013 0.007
H -2.4543 4.3717 1.5765 -0.016 0.001 -0.008
H -2.8013 2.2048 2.8144 0.005 0.021 0.011
H 2.1322 -2.5514 4.8805 0.009 -0.004 0.000
H 0.9836 -4.7294 5.0568 -0.002 -0.001 0.003
H -0.9345 -5.2147 3.5946 -0.016 -0.006 0.009
H -2.6471 -4.4518 2.4100 -0.051 0.015 0.016
H -0.7154 -4.2724 0.0974 0.051 0.078 -0.127
H -2.3489 -4.9273 -0.1277 -0.007 -0.002 0.009
H -1.2159 -5.6854 0.9988 0.036 0.009 -0.001
H -2.6275 -2.2148 0.3530 -0.019 -0.043 0.046
H -3.3047 -2.0487 1.9824 -0.045 -0.052 -0.010
H -3.9516 -3.2586 0.8708 0.008 -0.012 -0.027
H 1.2207 0.0806 2.4096 -0.041 0.037 -0.041
H 1.7084 -0.1552 5.4063 -0.006 -0.010 0.007
H 0.2067 0.4202 4.6791 0.009 0.011 -0.005
H 1.7136 1.3300 4.4498 0.017 0.010 0.011
H 3.5570 -1.1577 3.9265 -0.018 -0.028 0.020
H 3.5784 0.3161 2.9616 -0.089 -0.151 0.116
H 3.3161 -1.2492 2.1808 -0.015 -0.016 0.021
O 1.2598 -2.1431 -0.6648 -0.042 0.005 -0.171
N 0.6780 -2.8425 -1.5548 0.045 -0.048 0.058
N -0.4614 -2.4229 -1.9068 0.076 -0.030 0.069
O -1.0175 -1.3094 -1.3692 -0.172 0.053 -0.152
C -1.2433 -3.1216 -2.8835 0.033 0.025 0.100
C -2.4178 -2.5378 -3.3232 -0.026 0.008 -0.031
C -3.1777 -3.2096 -4.2713 0.022 0.018 0.020
C -2.7648 -4.4384 -4.7589 0.024 -0.019 -0.011
C -1.5835 -5.0067 -4.2964 -0.023 0.005 0.001
C -0.8116 -4.3547 -3.3518 -0.005 -0.007 -0.021
H -2.7260 -1.5806 -2.9318 -0.004 -0.001 0.000
H -4.0973 -2.7634 -4.6248 -0.003 0.000 -0.004
H -3.3598 -4.9564 -5.4987 -0.009 -0.006 0.002
H -1.2615 -5.9700 -4.6678 0.005 -0.001 -0.017
H 0.1075 -4.7859 -2.9851 0.000 -0.007 0.011

no.,electronic energy (eV)
1,-185034.8069
2,-73719.6170
3,-57272.4984